Entry from OMol25: a structure of composition C3H24N2O11 in a non-equilibrium geometry (ωB97M-V with the def2-TZVPD basis set).

highest occupied orbital energy	-8.997	eV
E	-1065.79784	a.u.
energy relative to the best compared isomer or geometry (same formula, charge and spin)	308.09	kJ/mol
max |F|	9.68	eV/A
spin multiplicity	1
orbital gap	9.0472	eV

Each line ends with the Löwdin charge.
Atoms and positions in Å:
C 0.72 0.60 -0.98  -0.34
N -0.32 0.59 -0.17  0.11
C -0.81 1.80 0.50  -0.07
C -0.57 1.67 2.00  -0.51
N -1.33 0.76 2.64  0.21
O 0.26 2.35 2.58  0.05
O 1.20 -0.48 -1.40  -0.09
H 1.11 1.56 -1.30  -0.07
H -0.74 -0.30 0.11  0.10
H -1.87 1.97 0.28  0.14
H -0.27 2.66 0.11  0.09
H -1.15 0.60 3.62  0.13
H -1.90 0.07 2.16  0.09
H 2.94 0.01 -0.83  0.04
H 2.86 0.60 0.65  0.02
O 3.20 0.75 -0.26  -0.07
H -1.67 -2.26 -0.19  0.02
H -2.81 -1.24 -0.17  0.03
O -2.21 -1.72 0.44  -0.11
H -2.37 -1.47 -2.21  0.02
H -2.31 0.11 -2.17  0.00
O -2.85 -0.68 -1.97  -0.07
H -0.84 1.21 -3.60  0.08
H -1.72 2.22 -2.86  0.09
O -1.24 1.38 -2.74  -0.02
H -0.57 -1.96 1.96  0.02
H 0.87 -2.35 1.51  0.01
O 0.36 -1.87 2.19  -0.07
H 2.59 -2.90 0.25  0.07
H 1.53 -1.93 -0.45  0.02
O 1.67 -2.77 0.04  -0.05
H -0.18 -3.29 -1.58  0.06
H 0.00 -1.76 -1.70  0.02
O -0.68 -2.48 -1.71  -0.07
H 0.89 2.90 0.00  0.07
H 2.06 2.14 -0.72  0.09
O 1.23 2.64 -0.88  0.00
H 1.56 1.04 2.51  0.01
H 1.34 -0.45 2.17  0.00
O 2.01 0.27 2.15  -0.06